Record 1
Below is C14H8Cl2O4PdSSe as an isolated structure at a distorted geometry, with properties calculated with ωB97M-V with the def2-TZVPD basis set.

XYZ file:
```
31
Properties=species:S:1:pos:R:3
Pd -0.559 0.616 -1.629
Cl -2.337 1.966 -2.636
C -3.520 0.742 -2.968
C -4.390 0.928 -4.032
C -5.355 -0.030 -4.295
C -5.465 -1.151 -3.484
C -4.612 -1.316 -2.414
Cl -4.790 -2.664 -1.369
C -3.592 -0.389 -2.140
S -2.528 -0.680 -0.803
H -4.307 1.818 -4.637
H -6.034 0.101 -5.123
H -6.217 -1.901 -3.667
Se 0.459 -0.735 -3.239
O 1.449 1.361 -0.681
C 1.042 0.926 0.425
O -0.179 0.663 0.609
C 1.982 0.647 1.540
C 1.435 0.450 2.805
C 2.222 0.051 3.877
C 3.558 -0.157 3.618
O 4.530 -0.593 4.469
C 5.729 -0.604 3.723
O 5.455 -0.204 2.396
C 4.115 0.069 2.354
C 3.349 0.479 1.294
H 0.374 0.596 2.926
H 1.813 -0.109 4.861
H 6.162 -1.617 3.726
H 6.451 0.094 4.182
H 3.760 0.641 0.313
```

* multiplicity: 5
* orbital gap (spin up / spin down): 8.449 / 5.057 eV
* electronic energy: -127541.2090 eV
* HOMO (spin up / spin down): -0.2964 / -0.2952 Eh
* lowest unoccupied orbital energy (spin up / spin down): 0.4 / -3.0 eV
* relative energy (zero: lowest compared OMol25 entry of this formula, charge and spin): 18.14 kcal per mole

These are the Löwdin partial charges, in e, on atoms 1 to 6: 0.29 0.73 -0.65 -0.11 -0.08 -0.10

Record 2
Below is C14H8Cl4N6O2Pd as an isolated structure, with properties calculated with ωB97M-V with the def2-TZVPD basis set.

XYZ file:
```
35
Properties=species:S:1:pos:R:3
Pd 0.086 -1.958 -1.050
Cl -2.151 3.787 -1.523
C -1.105 2.389 -1.535
C 1.107 2.401 -1.471
Cl 2.141 3.813 -1.436
C 1.824 1.126 -1.515
Cl 3.107 0.744 -0.577
C 1.317 0.229 -2.615
O 1.779 -0.848 -2.879
C -1.135 0.157 -2.548
O -1.525 -0.962 -2.776
C -1.778 1.103 -1.587
Cl -3.077 0.697 -0.680
N -0.199 -4.332 1.294
C -0.105 -3.104 1.798
N -0.067 -2.972 3.111
C 0.011 -1.738 3.606
N 0.069 -1.575 4.912
N 0.024 -0.596 2.839
C 0.003 -0.807 1.572
N -0.042 -2.027 0.959
C 0.021 0.305 0.592
C -0.015 1.647 0.840
C -0.009 2.532 -0.287
C 0.030 2.316 -2.574
C 0.055 0.890 -3.155
N 0.066 -0.058 -0.693
H -0.244 -5.100 1.946
H -0.350 -4.535 0.322
H 0.057 -2.380 5.519
H 0.122 -0.650 5.304
H -0.050 2.028 1.852
H -0.031 3.576 0.010
H 0.048 3.090 -3.333
H 0.016 0.812 -4.243
```

* charge: +2
* orbital gap (spin up / spin down): 6.054 / 6.054 eV
* electronic energy: -81233.2199 eV
* HOMO (spin up / spin down): -0.5796 / -0.5796 Eh
* lowest unoccupied orbital energy (spin up / spin down): -9.7 / -9.7 eV
* relative energy (zero: lowest compared OMol25 entry of this formula, charge and spin): 142.03 kcal per mole

These are the Löwdin partial charges, in e, on atoms 1 to 6: 1.07 0.83 -0.71 -0.72 0.83 -0.56

Record 3
Below is C14H8CoF5N3S3 as an isolated structure, with properties calculated with ωB97M-V with the def2-TZVPD basis set.

XYZ file:
```
34
Properties=species:S:1:pos:R:3
Co -0.768 -0.427 -1.069
C 0.674 -5.417 -2.743
S -0.114 -4.079 -3.657
C -0.307 -2.901 -2.426
S -1.131 -1.424 -2.920
N 0.154 -3.088 -1.220
N -0.138 -2.033 -0.415
C 0.083 -2.095 0.848
C -0.306 -0.929 1.632
C -0.135 -0.853 3.000
C -0.621 0.265 3.669
C -1.273 1.247 2.953
C -1.394 1.107 1.575
N -0.912 0.057 0.923
H 0.897 -6.182 -3.484
H 0.000 -5.817 -1.990
H 1.596 -5.069 -2.286
H 0.498 -2.998 1.279
H 0.357 -1.655 3.532
H -0.503 0.352 4.740
H -1.691 2.116 3.440
H -1.908 1.853 0.983
F 0.094 5.668 0.499
C 0.333 4.470 -0.006
C 1.620 3.947 0.013
F 2.611 4.660 0.524
C 1.862 2.678 -0.495
F 3.100 2.203 -0.473
C 0.834 1.924 -1.045
S 1.058 0.382 -1.848
C -0.436 2.472 -1.038
F -1.458 1.667 -1.465
C -0.715 3.721 -0.532
F -1.961 4.181 -0.497
```

* charge: +1
* orbital gap (spin up / spin down): 6.400 / 6.405 eV
* electronic energy: -102830.1536 eV
* HOMO (spin up / spin down): -0.4358 / -0.4358 Eh
* lowest unoccupied orbital energy (spin up / spin down): -5.5 / -5.5 eV

These are the Löwdin partial charges, in e, on atoms 1 to 6: 0.12 -0.36 0.93 -1.03 0.73 -0.02

Record 4
Below is C14H8F5N3S3SbSe4Ta as an isolated structure at a distorted geometry, with properties calculated with ωB97M-V with the def2-TZVPD basis set.

XYZ file:
```
39
Properties=species:S:1:pos:R:3
Ta -0.242 0.082 0.498
C -0.243 -4.371 3.934
S 1.312 -3.464 3.725
C 0.854 -2.091 2.791
S -0.767 -1.846 2.154
N 1.742 -1.203 2.475
N 1.191 -0.269 1.612
C 1.020 1.024 1.803
C -0.175 1.711 1.757
C -0.101 3.127 1.973
C -1.234 3.867 1.956
C -2.498 3.206 1.777
C -2.514 1.867 1.590
N -1.368 1.127 1.527
H 0.045 -5.400 4.140
H -0.822 -4.327 3.017
H -0.805 -3.961 4.768
H 1.883 1.642 2.053
H 0.881 3.558 2.106
H -1.167 4.941 2.059
H -3.426 3.755 1.781
H -3.423 1.300 1.434
F 2.600 0.550 -6.105
C 2.191 0.793 -4.866
C 2.075 -0.245 -3.950
F 2.382 -1.491 -4.282
C 1.652 0.059 -2.673
F 1.555 -0.942 -1.783
C 1.299 1.342 -2.254
S 0.752 1.656 -0.583
C 1.460 2.358 -3.189
F 1.185 3.619 -2.865
C 1.894 2.087 -4.476
F 2.020 3.090 -5.341
Se -1.876 -3.555 -3.889
Sb -2.250 -3.197 -1.528
Se -1.202 -1.488 -0.453
Se -1.283 -5.408 -1.475
Se -4.594 -3.505 -1.214
```

* orbital gap (spin up / spin down): 4.187 / 4.186 eV
* electronic energy: -334675.2490 eV
* HOMO (spin up / spin down): -0.2816 / -0.2816 Eh
* lowest unoccupied orbital energy (spin up / spin down): -3.5 / -3.5 eV
* relative energy (zero: lowest compared OMol25 entry of this formula, charge and spin): 243.40 kcal per mole

These are the Löwdin partial charges, in e, on atoms 1 to 6: 0.75 -0.41 0.87 -1.04 0.52 -0.05

Record 5
Below is C14H8HfNOS4 as an isolated structure, with properties calculated with ωB97M-V with the def2-TZVPD basis set.

XYZ file:
```
29
Properties=species:S:1:pos:R:3
Hf 0.749 -1.421 -0.559
O 5.669 -1.277 4.010
C 4.801 -1.305 3.194
S 3.066 -1.325 3.617
C 2.512 -1.581 1.990
C 3.417 -1.644 1.014
S 3.141 -1.914 -0.738
S 5.097 -1.578 1.454
S 0.738 -1.763 1.824
C -3.732 -2.027 -0.858
C -4.165 -0.706 -0.808
C -3.257 0.335 -0.784
C -1.899 0.069 -0.806
N -1.486 -1.234 -0.860
C -2.385 -2.246 -0.884
C -0.832 1.112 -0.782
C -1.159 2.456 -0.766
C -0.153 3.417 -0.748
C 1.180 3.036 -0.738
C 1.512 1.690 -0.733
C 0.520 0.704 -0.755
H -4.418 -2.861 -0.876
H -5.225 -0.487 -0.789
H -3.604 1.356 -0.748
H -1.993 -3.254 -0.920
H -2.188 2.790 -0.778
H -0.419 4.467 -0.742
H 1.958 3.789 -0.727
H 2.553 1.401 -0.705
```

* charge: +1
* orbital gap: 6.359 eV
* electronic energy: -62827.7209 eV
* HOMO: -0.4072 Eh
* lowest unoccupied orbital energy: -4.7 eV

These are the Löwdin partial charges, in e, on atoms 1 to 6: 1.29 -0.01 -0.96 1.00 -1.12 -1.13

Record 6
Below is C14H8InNO5 as an isolated structure at a distorted geometry, with properties calculated with ωB97M-V with the def2-TZVPD basis set.

XYZ file:
```
29
Properties=species:S:1:pos:R:3
In 5.697 -2.727 -1.323
N 5.749 -7.585 -5.031
O 6.521 -8.544 -4.869
O 5.804 -6.652 -4.271
O 5.031 -7.516 -6.024
C -2.660 1.993 -2.529
C -1.652 1.095 -2.812
C -0.848 0.537 -1.788
C -1.026 0.955 -0.479
C -2.090 1.855 -0.166
C -2.832 2.451 -1.185
C -2.271 2.350 1.276
O -3.166 3.170 1.561
C -1.381 1.765 2.303
C -1.557 2.231 3.614
C -0.747 1.644 4.600
C 0.201 0.675 4.302
C 0.456 0.336 2.995
C -0.344 0.848 1.992
C 0.015 0.532 0.555
O 1.022 -0.198 0.337
H -3.106 2.505 -3.369
H -1.439 0.755 -3.815
H -0.093 -0.143 -2.153
H -3.553 3.235 -1.004
H -2.390 2.885 3.828
H -1.108 1.897 5.586
H 0.533 0.030 5.102
H 1.233 -0.379 2.768
```

* charge: +2
* orbital gap: 1.100 eV
* electronic energy: -31521.4325 eV
* HOMO: -0.5085 Eh
* lowest unoccupied orbital energy: -12.7 eV
* relative energy (zero: lowest compared OMol25 entry of this formula, charge and spin): 33.80 kcal per mole

These are the Löwdin partial charges, in e, on atoms 1 to 6: 0.99 -0.56 0.28 0.23 0.27 0.02

> electronic energy of number 2 (C14H8Cl4N6O2Pd)?

-81233.2199 eV

> Which value of electronic energy does entry 3 give?

-102830.1536 eV